A 2-piece molecular cluster, C2H3NO2S overall in a non-equilibrium geometry, computed with ωB97M-V with the def2-TZVPD basis set.

For the energy above the lowest of the compared OMol25 structures with the same formula, charge and spin, the calculation gives 68.8 kcal/mol. The value obtained for the LUMO energy is -0.017 Ha. The electronic energy comes out at -18540.47017 eV. The value obtained for the max |F| is 0.06799 Eh/bohr. The calculation puts the HOMO energy at -0.335 Eh. Its gap between HOMO and LUMO is 8.65 eV.

Geometry as ORCA input:
```
! RIJCOSX wB97M-V def2-TZVPD def2/J DEFGRID3
* xyz 0 1
C -0.5324 0.0354 1.2955
C -1.0109 2.6633 1.5025
N 0.8050 -0.7101 -0.8983
O -1.4057 2.5788 2.5663
O -0.6557 2.7544 0.4166
S -0.6933 -0.8882 -0.0461
H -1.2162 -0.3028 2.0818
H 1.0429 0.1688 -1.2570
H 1.4652 -0.9918 -0.1194
*
```

A 4-piece molecular cluster, C7H10Cl3N3 overall in a non-equilibrium geometry, computed with ωB97M-V with the def2-TZVPD basis set.

As for the SMILES: ClC(Cl)Cl.CC#N.CC#N.CC#N. For the energy above the lowest of the compared OMol25 structures with the same formula, charge and spin, the calculation gives 0.0 kcal/mol. The value obtained for the LUMO energy is 0.005 Ha. The electronic energy comes out at -49457.74133 eV. The value obtained for the max |F| is 0.02341 Eh/bohr. The calculation puts the HOMO energy at -0.387 Eh. Its gap between HOMO and LUMO is 10.66 eV.

Geometry as ORCA input:
```
! RIJCOSX wB97M-V def2-TZVPD def2/J DEFGRID3
* xyz 0 1
Cl -0.4315 22.5973 -4.9983
C -0.9510 20.9320 -4.7753
Cl -2.3200 20.8203 -3.6684
Cl 0.4122 19.9291 -4.2040
H -1.2754 20.5082 -5.7168
C -4.6939 15.2581 -11.5234
C -3.9611 15.1307 -10.2717
N -3.3465 14.9644 -9.3208
H -4.9292 14.2577 -11.8765
H -4.0158 15.7183 -12.2512
H -5.5519 15.9207 -11.4882
C -5.7829 19.5331 -13.0266
C -6.1790 18.8072 -11.8302
N -6.4784 18.2450 -10.8791
H -6.2261 19.0736 -13.9087
H -4.6995 19.5026 -13.1314
H -6.1103 20.5678 -12.9684
C -4.5140 18.1657 -8.4603
C -3.6471 19.0800 -7.6959
N -2.9753 19.8200 -7.1334
H -5.5083 18.5963 -8.3627
H -4.4559 17.1567 -8.0699
H -4.1908 18.1962 -9.4946
*
```

C25H20BrFN2O4S2Sr as an isolated structure in a non-equilibrium geometry, computed with ωB97M-V with the def2-TZVPD basis set.

For the energy above the lowest of the compared OMol25 structures with the same formula, charge and spin, the calculation gives 0.0 kcal/mol. The value obtained for the LUMO energy is 0.138 Ha. The electronic energy comes out at -132689.03603 eV. The value obtained for the max |F| is 0.05466 Eh/bohr. The calculation puts the HOMO energy at -0.034 Eh. Its gap between HOMO and LUMO is 4.69 eV.

Geometry as ORCA input:
```
! RIJCOSX wB97M-V def2-TZVPD def2/J DEFGRID3
* xyz -2 1
Sr -9.3565 7.6340 16.0776
S -11.7229 5.9702 17.5888
C -10.3200 5.0347 17.8443
C -10.4307 3.7672 18.4766
C -9.3752 2.9344 18.7010
C -8.0780 3.3956 18.3917
C -8.0127 4.5901 17.6480
N -9.0822 5.3288 17.3422
H -11.4284 3.4048 18.7060
H -9.5009 1.9232 19.0628
H -7.1792 2.8152 18.6285
H -7.0812 4.9848 17.2977
C -6.2711 2.8878 13.5555
C -6.3827 4.4047 13.3742
C -5.5785 5.1976 12.5086
C -5.7465 6.5769 12.4619
C -6.7567 7.1123 13.3385
Br -7.1555 8.9685 13.0708
N -7.5030 6.3966 14.1750
C -7.3684 5.0555 14.1340
H -5.2904 2.5618 13.1925
H -7.0448 2.3147 13.0002
H -6.3608 2.6038 14.5896
H -4.8558 4.6344 11.8944
H -5.2231 7.2445 11.7660
H -8.0522 4.4931 14.7634
F -10.7040 4.6620 10.5665
C -10.7385 5.5213 11.6121
C -11.2252 5.1008 12.8625
C -11.2723 6.0355 13.8948
C -10.7409 7.2838 13.7623
C -10.4390 7.7237 12.4766
C -10.3683 6.8513 11.4165
H -11.6592 4.1058 13.0100
H -11.6582 5.7697 14.8661
H -10.1686 8.7451 12.3324
H -10.0683 7.2218 10.4394
O -9.6491 8.3940 18.5558
C -8.4618 8.7276 18.5252
O -7.7931 8.8520 17.4999
H -7.8984 9.0538 19.4814
O -13.9157 13.8641 20.5861
C -13.8899 14.1961 19.2513
O -14.2039 15.3131 18.8884
C -13.3467 13.1552 18.3178
C -12.5630 12.1088 18.8503
C -11.9311 11.2206 18.0377
C -12.1642 11.2615 16.6422
S -11.3520 10.2100 15.6174
C -13.0813 12.2499 16.1313
C -13.7141 13.1311 16.9751
H -14.1787 12.9808 20.8798
H -12.4234 12.0582 19.8968
H -11.2115 10.5090 18.4104
H -13.1828 12.3035 15.0663
H -14.4742 13.8655 16.6712
*
```